(1)
Here is a single C5H9NO molecule in a non-equilibrium geometry from OMol25. Energies are from ωB97M-V with the def2-TZVPD basis set.

The value obtained for the total energy is -325.74991 Ha. As for the SMILES: O[C@H]1C[C@]2(CN2)C1. For the max |F|, the calculation gives 2.6 eV/Å. For the frontier orbital gap, the calculation gives 9.646 eV.

Geometry as XYZ:
```
16
C5H9NO | OMol25 | ωB97M-V with the def2-TZVPD basis set
O -2.462 -0.835 0.909
C -1.435 -0.703 0.013
C -0.889 0.675 -0.422
C 0.541 0.352 -0.022
C 1.782 0.648 -0.764
N 1.436 1.383 0.463
C 0.129 -0.956 0.592
H -2.030 -0.573 1.731
H -1.746 -1.289 -0.889
H -1.329 1.431 0.228
H -1.031 0.944 -1.471
H 1.756 1.231 -1.683
H 2.587 -0.088 -0.721
H 1.997 1.066 1.249
H -0.138 -1.605 -0.235
H 0.834 -1.680 1.022
```

=====

(2)
Here is a molecular structure, C16H41AuN3O5PSi3 in a non-equilibrium geometry from OMol25. Energies are from ωB97M-V with the def2-TZVPD basis set.

The value obtained for the total energy is -2519.91176 Ha. For the max |F|, the calculation gives 1.5 eV/Å. For the frontier orbital gap (alpha / beta), the calculation gives 6.836 / 6.835 eV. Its net charge is +2.

Geometry as XYZ:
```
70
C16H41AuN3O5PSi3 | OMol25 | ωB97M-V with the def2-TZVPD basis set
Au -0.135 -0.071 0.025
C 3.078 -0.678 -0.020
O 2.024 0.302 0.080
Si 2.076 1.972 -0.165
C 2.869 2.411 -1.795
C 3.143 2.693 1.188
C 0.195 2.114 0.004
Si -0.406 2.599 1.752
C 0.142 1.240 2.948
C 0.328 4.278 2.187
C -2.272 2.754 1.952
Si -0.740 2.789 -1.521
C -0.541 1.520 -2.920
C 0.002 4.461 -1.956
C -2.599 3.038 -1.329
H 4.023 -0.213 0.262
H 3.149 -1.051 -1.041
H 2.859 -1.495 0.661
H 3.871 1.972 -1.827
H 2.986 3.491 -1.900
H 2.322 2.045 -2.663
H 4.175 2.366 1.034
H 2.833 2.363 2.181
H 3.144 3.785 1.168
H 1.197 0.978 2.834
H -0.433 0.316 2.815
H -0.005 1.579 3.977
H 1.338 4.188 2.586
H -0.296 4.741 2.955
H 0.358 4.955 1.331
H -2.791 1.937 1.447
H -2.646 3.694 1.545
H -2.524 2.733 3.016
H 0.442 1.586 -3.387
H -1.278 1.717 -3.703
H -0.672 0.488 -2.574
H 0.887 4.363 -2.587
H 0.284 5.036 -1.070
H -0.737 5.048 -2.506
H -3.091 2.166 -0.897
H -3.034 3.241 -2.311
H -2.829 3.896 -0.695
N -3.538 -0.607 -2.473
C -4.337 -1.159 -1.339
P -3.342 -0.974 0.218
O -2.931 -2.273 0.820
O -2.336 0.120 -0.094
C -4.543 -0.341 1.518
N -4.157 -1.084 2.767
H -2.635 -1.175 -2.505
H -3.245 0.350 -2.264
H -4.024 -0.642 -3.366
H -4.518 -2.219 -1.504
H -5.291 -0.642 -1.255
H -5.569 -0.591 1.255
H -4.459 0.733 1.656
H -3.542 -0.536 3.366
H -3.597 -1.908 2.391
H -4.948 -1.407 3.319
O -1.488 -2.175 -2.010
C -0.855 -2.790 -1.131
C -0.749 -4.290 -1.009
C 0.186 -4.495 0.186
C 0.463 -3.087 0.689
O 1.113 -2.763 1.653
N -0.156 -2.180 -0.162
H -0.369 -4.708 -1.941
H -1.740 -4.713 -0.845
H 1.135 -4.957 -0.084
H -0.249 -5.088 0.987
```

=====

(3)
Here is a molecular structure, C22H36N3O2PS3 in a non-equilibrium geometry from OMol25. Energies are from ωB97M-V with the def2-TZVPD basis set.

The value obtained for the total energy is -2710.36338 Ha. For the max |F|, the calculation gives 2.6 eV/Å. For the frontier orbital gap, the calculation gives 6.620 eV.

Geometry as XYZ:
```
67
C22H36N3O2PS3 | OMol25 | ωB97M-V with the def2-TZVPD basis set
C -5.802 4.186 -3.253
C -4.923 3.465 -3.674
C -3.728 2.513 -3.861
C -4.124 1.064 -3.392
C -2.929 0.258 -2.799
C -2.443 0.655 -1.392
C -1.359 -0.110 -0.830
S -0.686 -1.471 -1.848
C -0.766 0.184 0.529
P 0.605 -0.906 1.144
S 2.314 -0.030 1.446
C -1.267 1.270 1.322
C -0.708 1.668 2.717
O 0.628 2.134 2.714
C 0.790 3.380 2.053
C 0.363 4.627 2.886
O -0.984 4.976 2.563
C -1.520 5.883 3.536
C -2.771 5.163 4.188
C -2.395 2.084 0.800
N -3.019 3.119 1.389
S -4.221 3.608 0.371
N -3.985 2.543 -0.872
C -2.953 1.733 -0.548
H -6.618 4.649 -2.697
H -2.891 2.887 -3.230
H -3.445 2.579 -4.929
H -4.492 0.534 -4.302
H -4.950 1.151 -2.659
H -3.195 -0.825 -2.786
H -2.066 0.339 -3.504
H -1.595 -2.488 -1.696
H 0.075 -1.560 2.304
H 0.844 -1.968 0.222
H -0.754 0.794 3.410
H -1.403 2.425 3.159
H 0.315 3.439 1.049
H 1.887 3.490 1.877
H 1.007 5.474 2.525
H 0.548 4.514 3.979
H -1.895 6.808 3.043
H -0.777 6.198 4.299
H -3.055 5.727 5.098
H -2.434 4.126 4.411
H -3.556 5.126 3.412
C 5.277 -6.766 -1.324
C 4.816 -5.344 -1.612
N 3.393 -5.143 -1.397
C 2.895 -3.892 -1.948
C 3.429 -2.588 -1.352
C 2.892 -5.486 -0.075
C 3.522 -4.787 1.134
H 4.688 -7.493 -1.886
H 6.322 -6.883 -1.617
H 5.209 -7.011 -0.262
H 5.041 -5.137 -2.662
H 5.423 -4.646 -1.018
H 1.801 -3.885 -1.891
H 3.117 -3.888 -3.022
H 3.007 -2.391 -0.367
H 3.142 -1.749 -1.991
H 4.517 -2.579 -1.275
H 3.007 -6.566 0.062
H 1.809 -5.328 -0.050
H 4.612 -4.773 1.087
H 3.245 -5.318 2.048
H 3.167 -3.762 1.244
```

=====

(4)
Here is 13 unconnected molecules or ions with the total composition C40H113N7O13 in a non-equilibrium geometry from OMol25. Energies are from ωB97M-V with the def2-TZVPD basis set.

The multiplicity is 2. The expectation value of S² is 0.751. The value obtained for the total energy is -2952.80792 Ha. For the max |F|, the calculation gives 3.3 eV/Å. For the frontier orbital gap (alpha / beta), the calculation gives 1.536 / 8.400 eV. Its net charge is -1.

Geometry as XYZ:
```
173
C40H113N7O13 | OMol25 | ωB97M-V with the def2-TZVPD basis set
C -1.107 0.157 -5.464
C -1.637 1.338 -4.667
C -2.832 1.102 -3.746
O -0.546 2.143 -4.184
H -0.038 -0.031 -5.359
H -1.393 0.296 -6.506
H -1.589 -0.774 -5.166
H -2.147 1.868 -5.472
H -3.740 0.835 -4.287
H -3.052 2.014 -3.191
H -2.664 0.224 -3.122
H -0.724 2.546 -3.331
C 2.388 1.886 -5.996
C 2.718 3.050 -5.153
C 2.438 4.351 -5.845
O 2.034 2.918 -3.967
H 1.341 1.792 -6.283
H 2.634 0.955 -5.485
H 2.998 1.915 -6.898
H 3.789 3.121 -4.963
H 1.425 4.686 -5.618
H 2.552 4.365 -6.929
H 3.092 5.060 -5.339
H 1.248 2.386 -4.108
C 0.586 -3.216 -5.222
C 0.993 -3.118 -3.740
C 2.348 -2.473 -3.577
O 0.064 -2.396 -3.005
H 1.192 -3.946 -5.759
H 0.687 -2.217 -5.646
H -0.421 -3.610 -5.363
H 1.034 -4.101 -3.271
H 3.187 -3.104 -3.872
H 2.662 -2.278 -2.552
H 2.316 -1.540 -4.139
H -0.824 -2.742 -3.113
C 5.965 1.865 -2.816
C 4.923 0.809 -2.218
C 5.439 0.148 -0.941
O 6.868 -0.176 -1.090
C 7.255 -1.251 -2.014
N 3.732 1.625 -1.979
H 6.955 1.473 -3.049
H 6.068 2.613 -2.030
H 5.641 2.392 -3.713
H 4.657 0.093 -2.994
H 4.792 -0.721 -0.825
H 5.132 0.625 -0.010
H 8.303 -1.507 -1.864
H 7.075 -0.944 -3.045
H 6.585 -2.089 -1.822
H 3.174 1.782 -2.806
H 3.150 1.072 -1.366
C -4.916 1.134 4.402
C -5.866 -0.022 4.385
C -6.298 -0.447 5.747
O -5.293 -1.374 6.325
C -5.831 -2.182 7.309
N -7.017 0.313 3.610
H -4.405 1.236 3.444
H -4.246 1.072 5.259
H -5.385 2.115 4.482
H -5.279 -0.818 3.928
H -7.223 -0.986 5.539
H -6.532 0.380 6.418
H -4.946 -2.498 7.862
H -6.373 -2.999 6.833
H -6.320 -1.488 7.993
H -6.801 0.572 2.658
H -7.543 -0.547 3.542
C 1.809 0.738 0.644
C 0.943 -0.286 -0.004
C -0.549 0.087 0.283
O -0.957 1.468 0.002
C -2.406 1.683 0.224
N 1.228 -0.103 -1.419
H 1.314 1.693 0.468
H 2.851 0.704 0.328
H 1.713 0.573 1.717
H 1.350 -1.275 0.207
H -0.866 -0.189 1.289
H -1.221 -0.528 -0.316
H -2.736 2.715 0.110
H -2.540 1.296 1.235
H -3.006 1.010 -0.388
H 0.882 -0.882 -1.960
H 0.755 0.699 -1.809
C 4.520 -7.729 -0.027
C 5.438 -6.606 -0.446
C 5.508 -5.298 0.376
O 4.207 -4.746 0.542
C 3.717 -4.161 -0.721
N 6.770 -7.154 -0.447
H 4.624 -8.109 0.989
H 4.561 -8.575 -0.713
H 3.504 -7.351 -0.142
H 5.177 -6.202 -1.424
H 6.197 -4.526 0.035
H 5.812 -5.655 1.360
H 3.537 -4.921 -1.481
H 4.435 -3.412 -1.052
H 2.860 -3.492 -0.642
H 6.621 -8.087 -0.803
H 7.091 -7.356 0.489
C -1.207 1.088 4.368
C -0.750 0.735 5.859
C -1.456 1.649 6.799
O -1.505 1.176 8.179
C -0.260 0.969 8.772
N -1.108 -0.658 5.916
H -2.146 0.627 4.065
H -0.405 0.728 3.723
H -1.429 2.152 4.281
H 0.322 0.816 6.039
H -2.523 1.748 6.595
H -1.040 2.655 6.741
H 0.445 0.388 8.177
H -0.267 0.499 9.755
H 0.302 1.898 8.869
H -2.072 -0.706 5.619
H -1.262 -0.889 6.887
C -1.515 5.380 -0.352
C -1.686 4.764 -1.744
C -1.587 5.783 -2.912
O -2.784 6.619 -2.936
C -3.052 7.176 -4.177
N -0.664 3.693 -1.853
H -2.281 6.117 -0.111
H -0.504 5.781 -0.293
H -1.665 4.646 0.440
H -2.668 4.293 -1.781
H -1.416 5.397 -3.917
H -0.780 6.500 -2.763
H -3.444 6.392 -4.824
H -2.241 7.676 -4.706
H -3.862 7.905 -4.128
H -0.812 3.110 -1.042
H 0.209 4.139 -1.609
C -0.995 -6.119 0.503
C -2.161 -5.111 0.091
C -1.777 -3.557 0.274
O -2.782 -2.793 -0.394
C -3.998 -2.527 0.374
N -2.542 -5.517 -1.286
H -0.404 -5.829 1.371
H -0.222 -6.167 -0.264
H -1.230 -7.183 0.476
H -2.961 -5.424 0.763
H -0.833 -3.231 -0.163
H -1.475 -3.221 1.266
H -3.803 -2.610 1.443
H -4.726 -3.235 -0.023
H -4.409 -1.547 0.132
H -2.671 -4.737 -1.915
H -1.686 -5.931 -1.626
C 1.604 4.343 2.040
O 0.965 3.538 3.068
H 1.787 3.842 1.090
H 0.884 5.118 1.775
H 2.493 4.901 2.335
H 0.088 3.892 3.230
C 2.051 -2.037 4.629
O 0.711 -2.479 4.530
H 2.170 -1.262 3.871
H 2.073 -1.629 5.639
H 2.857 -2.766 4.542
H 0.147 -1.790 4.889
C -5.125 5.076 1.014
O -5.983 4.442 0.109
H -5.248 4.727 2.039
H -4.064 4.930 0.812
H -5.356 6.136 0.907
H -5.861 4.752 -0.791
```

=====

(5)
Here is a single C5H9NS molecule in a non-equilibrium geometry from OMol25. Energies are from ωB97M-V with the def2-TZVPD basis set.

The value obtained for the total energy is -648.76752 Ha. As for the SMILES: CCN1C[C@@H]1C=S. For the max |F|, the calculation gives 3.4 eV/Å. For the frontier orbital gap, the calculation gives 8.303 eV.

Geometry as XYZ:
```
16
C5H9NS | OMol25 | ωB97M-V with the def2-TZVPD basis set
C 2.131 -0.678 0.171
C 0.721 -0.840 -0.405
C -0.284 1.439 0.306
C -1.265 0.745 -0.491
C -2.234 -0.215 0.177
H 2.558 -1.595 0.591
H 2.080 0.054 0.988
H 2.790 -0.343 -0.616
H 0.688 -1.424 -1.373
H 0.101 -1.434 0.295
H -0.004 2.418 -0.007
H -0.116 1.292 1.408
H -1.692 1.328 -1.336
H -1.739 -0.771 1.008
N 0.134 0.437 -0.649
S -3.869 -0.413 -0.067
```

=====

(6)
Here is a molecular structure, C12H18As5F30MnO9 in a non-equilibrium geometry from OMol25. Energies are from ωB97M-V with the def2-TZVPD basis set.

The multiplicity is 6. The expectation value of S² is 8.751. The value obtained for the total energy is -16471.92072 Ha. For the max |F|, the calculation gives 1.8 eV/Å. For the frontier orbital gap (alpha / beta), the calculation gives 8.234 / 8.632 eV. Its net charge is -3.

Geometry as XYZ:
```
75
C12H18As5F30MnO9 | OMol25 | ωB97M-V with the def2-TZVPD basis set
Mn -0.163 1.387 -0.407
As -0.579 1.053 -4.211
F -2.138 1.702 -4.262
F -0.694 0.559 -5.880
F 1.031 0.386 -4.098
F -0.384 1.583 -2.508
F -1.171 -0.488 -3.729
F 0.114 2.543 -4.719
As -1.943 5.138 -1.249
F -0.575 5.368 -2.260
F -1.151 5.986 0.017
F -3.246 4.823 -0.178
F -2.777 4.295 -2.490
F -1.210 3.602 -0.726
F -2.692 6.606 -1.811
As -1.464 2.306 3.160
F -0.971 1.749 1.519
F -2.160 0.763 3.536
F -1.773 2.799 4.812
F -0.819 3.850 2.796
F -2.962 2.789 2.533
F 0.090 1.735 3.698
As 2.592 3.929 0.673
F 3.711 2.752 0.040
F 1.279 2.795 0.174
F 1.463 5.076 1.204
F 3.926 4.943 1.154
F 2.512 4.587 -0.910
F 2.624 3.196 2.224
As -4.279 0.705 -0.648
F -4.737 2.067 0.237
F -4.672 1.527 -2.092
F -3.773 -0.666 -1.613
F -3.823 -0.151 0.782
F -5.891 0.069 -0.550
F -2.594 1.275 -0.785
C 2.175 -3.784 -2.566
C 2.962 -2.819 -1.697
C 3.938 -1.914 -2.510
O 3.499 -0.607 -2.301
C 2.404 -0.601 -1.485
O 1.825 0.373 -1.182
O 2.056 -1.863 -1.180
H 1.686 -4.499 -1.903
H 2.860 -4.321 -3.231
H 1.435 -3.295 -3.196
H 3.474 -3.412 -0.939
H 3.928 -2.180 -3.569
H 4.969 -2.043 -2.169
C -3.542 -3.587 0.242
C -2.024 -3.562 0.149
C -1.474 -3.909 -1.244
O -0.694 -2.788 -1.632
C -1.029 -1.728 -0.857
O -0.725 -0.608 -1.085
O -1.689 -2.138 0.222
H -3.865 -3.015 1.112
H -3.983 -4.586 0.245
H -3.900 -3.005 -0.606
H -1.458 -3.929 1.006
H -2.284 -4.027 -1.966
H -0.856 -4.808 -1.257
C 2.717 -3.125 4.370
C 1.958 -1.823 4.138
C 2.680 -0.490 4.305
O 2.218 0.287 3.220
C 1.481 -0.457 2.379
O 0.957 -0.062 1.402
O 1.500 -1.763 2.785
H 2.135 -3.805 4.979
H 3.684 -2.923 4.848
H 3.043 -3.515 3.404
H 1.068 -1.805 4.777
H 3.773 -0.582 4.361
H 2.401 0.078 5.196
```

=====

(7)
Here is a single C5H7N molecule in a non-equilibrium geometry from OMol25. Energies are from ωB97M-V with the def2-TZVPD basis set.

The value obtained for the total energy is -249.45742 Ha. As for the SMILES: Cc1ccc[nH]1. For the max |F|, the calculation gives 2.0 eV/Å. For the frontier orbital gap, the calculation gives 9.120 eV.

Geometry as XYZ:
```
13
C5H7N | OMol25 | ωB97M-V with the def2-TZVPD basis set
C -0.447 -1.613 -0.232
C -1.044 -0.949 0.786
N -0.591 0.360 0.808
C 0.363 0.511 -0.199
C 0.402 -0.650 -0.913
C 1.143 1.774 -0.272
H -0.613 -2.626 -0.547
H -1.902 -1.106 1.422
H -1.049 1.207 1.095
H 1.039 -0.830 -1.764
H 1.243 2.305 0.665
H 2.138 1.516 -0.641
H 0.757 2.383 -1.102
```

=====

(8)
Here is 3 unconnected molecules or ions with the total composition C8H23BO5S2Si in a non-equilibrium geometry from OMol25. Energies are from ωB97M-V with the def2-TZVPD basis set.

The value obtained for the total energy is -1805.44932 Ha. For the max |F|, the calculation gives 5.0 eV/Å. For the frontier orbital gap, the calculation gives 8.658 eV.

Geometry as XYZ:
```
40
C8H23BO5S2Si | OMol25 | ωB97M-V with the def2-TZVPD basis set
C -2.937 2.676 1.687
B -1.757 1.992 0.769
O -1.305 2.751 -0.370
Si -1.083 0.262 1.358
C -0.685 -0.980 -0.045
C -0.072 -2.366 0.564
C 1.489 -2.257 0.906
O 2.311 -2.766 0.094
O 1.946 -1.649 2.116
H -3.647 1.829 1.975
H -3.439 3.559 1.168
H -2.432 3.074 2.632
H -0.328 2.736 -0.450
H 0.188 0.537 2.080
H -2.049 -0.361 2.297
H 0.006 -0.585 -0.863
H -1.689 -1.288 -0.528
H -0.601 -2.683 1.534
H -0.178 -3.223 -0.195
H 1.915 -0.669 2.056
C -4.234 6.476 -3.012
S -3.248 5.408 -1.940
O -3.620 5.725 -0.528
C -1.670 6.217 -2.279
H -5.279 6.176 -2.931
H -4.130 7.517 -2.698
H -3.903 6.360 -4.045
H -1.728 7.274 -2.012
H -1.425 6.110 -3.337
H -0.898 5.734 -1.679
C 4.239 -5.128 1.099
S 4.984 -6.747 1.385
O 6.449 -6.620 1.121
C 4.242 -7.546 -0.055
H 4.595 -4.442 1.868
H 4.529 -4.753 0.116
H 3.153 -5.211 1.163
H 4.533 -7.017 -0.965
H 3.156 -7.547 0.049
H 4.601 -8.575 -0.103
```

=====

Q: Number 6 is which compound?
A: C12H18As5F30MnO9